# 1
Computed, not measured: the molecule C6H10 in a non-equilibrium geometry, with the ωB97M-V functional and the def2-TZVPD basis.

Positions of all 16 atoms, in Å:
1 C -0.493 -1.438 0.502
2 C 2.283 0.241 0.107
3 C -0.733 0.083 0.202
4 C -0.649 0.187 -1.357
5 C 0.130 1.248 1.131
6 C 1.446 0.863 0.706
7 H 0.233 -0.306 -1.800
8 H 0.381 -1.875 -0.010
9 H -1.747 0.321 0.500
10 H 0.040 1.206 2.246
11 H -0.044 2.337 0.937
12 H -1.514 -0.333 -1.806
13 H 3.192 -0.136 -0.268
14 H -1.354 -2.022 0.129
15 H -0.397 -1.667 1.565
16 H -0.672 1.214 -1.725

## Properties
Energy relative to the best compared isomer or geometry (same formula, charge and spin), kcal/mol: 58.8
Charge: 0
E_LUMO, hartree: 0.04001
Highest occupied orbital energy, eV: -9.5
SMILES string: C#CCC(C)C
Kohn-Sham gap, eV: 10.566

Löwdin population analysis, charges in e, atoms 1 to 6: -0.099, 0.099, -0.338, -0.100, -0.131, -0.204

---

# 2
Computed, not measured: a structure of composition C12H26CrF8N3O7S2 in a non-equilibrium geometry, with the ωB97M-V functional and the def2-TZVPD basis.

Positions of all 59 atoms, in Å:
1 Cr 4.055 -26.597 -0.789
2 S 4.201 -29.318 1.199
3 S 2.937 -29.707 -1.098
4 F 3.481 -32.284 -0.698
5 F 6.476 -28.546 2.395
6 F 5.526 -26.475 0.564
7 F 6.520 -30.589 1.615
8 F 4.099 -31.531 -2.595
9 F 2.637 -26.320 -2.227
10 F 6.668 -28.969 0.175
11 F 5.350 -31.111 -0.978
12 O 8.010 -29.060 -4.115
13 O 2.595 -29.260 -2.418
14 O 3.825 -30.719 1.357
15 O 4.143 -24.430 -0.967
16 O 3.666 -28.488 2.292
17 O 1.738 -30.018 -0.277
18 O 0.745 -27.307 2.573
19 N 3.833 -28.584 -0.445
20 N 5.642 -26.676 -2.223
21 N 2.622 -25.985 0.768
22 C 4.068 -31.245 -1.337
23 C 3.000 -23.857 -0.350
24 C 6.149 -29.332 1.370
25 C 7.522 -30.371 -3.782
26 C 7.596 -27.982 -3.227
27 C 1.221 -26.514 0.484
28 C -0.305 -27.561 3.517
29 C 2.721 -24.561 1.041
30 C 4.927 -23.290 -1.441
31 C 0.261 -26.422 1.614
32 C 5.100 -27.894 -4.170
33 C 6.017 -27.856 -2.960
34 H 7.893 -27.032 -3.671
35 H 6.451 -30.572 -3.802
36 H 7.891 -31.005 -4.588
37 H 8.191 -28.124 -2.325
38 H 1.855 -24.181 1.583
39 H -0.458 -26.688 4.151
40 H 1.327 -27.592 0.363
41 H 5.033 -26.955 -4.719
42 H 2.984 -22.768 -0.319
43 H 4.061 -28.205 -4.070
44 H 0.828 -26.190 -0.480
45 H 5.768 -25.965 -2.929
46 H 2.119 -24.057 -0.960
47 H 6.463 -26.403 -1.701
48 H 7.913 -30.728 -2.829
49 H 5.876 -23.757 -1.703
50 H 3.576 -24.322 1.673
51 H 5.493 -28.624 -4.878
52 H -0.018 -28.337 4.227
53 H 2.708 -26.445 1.663
54 H 5.153 -22.569 -0.655
55 H 4.510 -22.853 -2.348
56 H -1.267 -27.886 3.121
57 H 5.736 -28.721 -2.360
58 H -0.651 -26.879 1.227
59 H 0.124 -25.413 2.004

## Properties
Spin multiplicity: 4
Energy relative to the best compared isomer or geometry (same formula, charge and spin), kcal/mol: 1.3
Charge: 0
E_LUMO (spin up / spin down), hartree: -0.02755 / -0.00053
Highest occupied orbital energy (spin up / spin down), eV: -10.2 / -10.3
Kohn-Sham gap (spin up / spin down), eV: 9.419 / 10.237
<S²>: 3.774

Löwdin population analysis, charges in e, atoms 1 to 6: 0.955, 0.789, 0.596, 0.121, 0.156, -0.450

---

# 3
Computed, not measured: a structure of composition C19H14N5O6SV, with the ωB97M-V functional and the def2-TZVPD basis.

Positions of all 46 atoms, in Å:
1 V -1.770 -1.455 -1.540
2 S 1.595 -1.186 -1.771
3 O 2.319 -1.103 -3.009
4 O 1.398 -2.466 -1.142
5 O -4.051 -4.670 -1.861
6 O -1.761 -2.422 -3.256
7 O -2.803 -4.069 -4.362
8 O -3.184 -2.738 -1.142
9 N 4.315 2.291 2.234
10 N -1.771 -0.686 0.410
11 N 0.471 1.082 -3.614
12 N -1.657 0.345 -2.808
13 N 0.156 -0.469 -1.820
14 C -2.600 -3.414 -3.361
15 C -1.646 -0.058 2.913
16 C -0.177 1.799 -4.521
17 C 3.025 0.306 1.699
18 C -0.478 1.009 4.712
19 C -3.375 -3.680 -2.033
20 C -0.294 0.342 -2.805
21 C 2.467 -0.203 -0.581
22 C -1.558 1.833 -4.641
23 C -1.457 0.570 5.594
24 C -2.266 1.066 -3.730
25 C -1.738 -0.392 1.520
26 C -0.565 0.697 3.365
27 C -2.630 -0.504 3.792
28 C -2.528 -0.185 5.136
29 C 3.724 1.440 1.287
30 C 2.401 -0.509 0.769
31 C 3.160 0.923 -1.000
32 C 3.785 1.741 -0.073
33 H -3.455 -1.095 3.420
34 H 3.201 1.152 -2.058
35 H 5.076 2.843 1.869
36 H 0.194 1.025 2.667
37 H -3.289 -0.531 5.824
38 H 2.977 0.057 2.754
39 H 1.867 -1.398 1.080
40 H -3.350 1.026 -3.733
41 H -2.053 2.423 -5.397
42 H 0.440 2.400 -5.184
43 H -1.383 0.815 6.646
44 H 4.325 2.620 -0.404
45 H 4.585 1.830 3.088
46 H 0.357 1.595 5.070

## Properties
Spin multiplicity: 4
Energy relative to the best compared isomer or geometry (same formula, charge and spin), kcal/mol: 0.0
Charge: -1
E_LUMO (spin up / spin down), hartree: 0.07182 / 0.06939
Highest occupied orbital energy (spin up / spin down), eV: -3.8 / -5.2
Kohn-Sham gap (spin up / spin down), eV: 5.788 / 7.053
<S²>: 3.762

Löwdin population analysis, charges in e, atoms 1 to 6: 0.849, 0.585, -0.299, -0.314, 0.060, -0.153

---

# 4
Computed, not measured: a cluster of 3 separate species, C5H15NO2 in total in a non-equilibrium geometry, with the ωB97M-V functional and the def2-TZVPD basis.

Positions of all 23 atoms, in Å:
1 O 0.704 1.105 1.976
2 O -1.072 -2.119 0.395
3 N -0.282 0.350 -1.240
4 C -0.213 1.541 -0.480
5 C 0.861 -0.539 -0.737
6 C 2.257 -0.097 -1.132
7 C -1.521 -0.340 -1.091
8 C -1.735 -0.984 0.321
9 H -1.556 -1.139 -1.836
10 H -1.551 -0.293 1.167
11 H -1.111 2.167 -0.460
12 H 2.223 0.941 -1.452
13 H -2.835 -1.169 0.380
14 H -0.314 -0.849 2.955
15 H 0.795 -0.440 0.342
16 H -2.289 0.396 -1.363
17 H 2.673 -0.716 -1.926
18 H 0.508 -1.557 -0.952
19 H 0.037 1.373 0.625
20 H 2.975 -0.250 -0.331
21 H 0.575 2.254 -0.712
22 H 0.603 1.666 2.740
23 H 0.269 -1.299 2.811

## Properties
Energy relative to the best compared isomer or geometry (same formula, charge and spin), kcal/mol: 207.0
Charge: 0
E_LUMO, hartree: -0.12989
Highest occupied orbital energy, eV: -8.3
Kohn-Sham gap, eV: 4.759

Löwdin population analysis, charges in e, atoms 1 to 6: -0.294, -0.101, -0.057, -0.085, -0.165, -0.046

---

# 5
Computed, not measured: a cluster of 2 separate species, C24H30N2O7S in total in a non-equilibrium geometry, with the ωB97M-V functional and the def2-TZVPD basis.

Positions of all 64 atoms, in Å:
1 S 1.177 2.428 -2.592
2 O -1.049 -2.748 -3.269
3 O 2.397 -1.334 7.919
4 O -2.889 1.543 4.755
5 O -4.362 2.635 2.946
6 O 0.909 0.009 5.987
7 O 3.924 -2.815 7.183
8 O 0.385 -1.463 -7.009
9 N -1.749 -1.074 -4.493
10 N 1.467 -2.205 -5.172
11 C 0.655 0.706 -2.797
12 C 2.912 -1.271 5.581
13 C -1.757 0.157 -5.284
14 C -3.621 2.439 0.708
15 C 1.216 -2.183 -6.481
16 C 1.485 -0.484 3.672
17 C -0.743 -1.786 -3.962
18 C -1.335 1.074 1.555
19 C 1.473 -0.982 5.124
20 C -2.278 1.502 2.507
21 C 1.203 0.007 -4.048
22 C 2.048 -3.115 -7.330
23 C 0.177 0.164 3.302
24 C -0.348 0.466 5.681
25 C -2.026 1.227 3.935
26 C -1.545 1.330 0.197
27 C -0.752 0.604 4.355
28 C -2.684 2.012 -0.233
29 C -1.175 0.846 6.878
30 C -3.424 2.191 2.064
31 C 0.362 3.206 -4.012
32 C 0.766 -1.465 -4.109
33 C -0.118 0.382 1.974
34 C 3.039 -1.814 7.003
35 H -2.116 0.289 6.884
36 H 3.883 -3.011 8.132
37 H -4.057 2.339 3.839
38 H -2.837 2.212 -1.289
39 H 1.947 -4.134 -6.960
40 H -4.513 2.972 0.397
41 H 3.091 -2.805 -7.291
42 H 2.292 0.047 -4.010
43 H 2.170 -2.858 -4.869
44 H 0.567 4.277 -3.999
45 H -0.961 0.166 -6.024
46 H 0.872 -1.896 5.189
47 H -2.704 0.235 -5.820
48 H 0.745 2.785 -4.942
49 H 1.698 -1.318 2.997
50 H -0.433 0.679 -2.808
51 H 0.887 0.531 -4.946
52 H 3.502 -0.354 5.524
53 H 0.994 0.150 -1.922
54 H 2.277 0.261 3.550
55 H -0.811 1.004 -0.528
56 H -2.652 -1.476 -4.292
57 H -1.391 1.918 6.867
58 H 1.691 -3.066 -8.358
59 H 0.588 0.062 1.215
60 H -0.634 0.613 7.801
61 H -0.715 3.049 -3.951
62 H 3.359 -1.999 4.900
63 H 1.178 -1.885 -3.191
64 H -1.658 1.025 -4.633

## Properties
Energy relative to the best compared isomer or geometry (same formula, charge and spin), kcal/mol: 0.0
Charge: 0
E_LUMO, hartree: -0.01319
Highest occupied orbital energy, eV: -7.7
SMILES string: CC1=C2C(=O)c3c(O)cccc3C=C2C[C@@H](CC(=O)O)O1.CNC(=O)[C@H](CCSC)NC(C)=O
Kohn-Sham gap, eV: 7.332

Löwdin population analysis, charges in e, atoms 1 to 6: 0.802, 0.042, 0.102, 0.046, 0.063, 0.009

---

# 6
Computed, not measured: the ion C4H12NS with charge +1 in a non-equilibrium geometry, with the ωB97M-V functional and the def2-TZVPD basis.

Positions of all 18 atoms, in Å:
1 S -0.173 -1.615 -0.586
2 N 0.529 2.390 1.002
3 C 0.110 -2.200 1.076
4 C -0.279 1.160 -0.999
5 C 0.939 1.640 -0.224
6 C -0.970 -0.036 -0.334
7 H 0.556 3.407 0.902
8 H 1.611 0.826 0.031
9 H -0.821 -2.354 1.645
10 H 1.552 2.242 -0.893
11 H 1.052 2.169 1.851
12 H 0.106 0.895 -1.976
13 H 0.834 -1.661 1.684
14 H -1.971 -0.038 -0.754
15 H -0.930 2.028 -1.097
16 H -0.442 2.154 1.217
17 H 0.400 -3.245 0.947
18 H -1.171 0.200 0.720

## Properties
Energy relative to the best compared isomer or geometry (same formula, charge and spin), kcal/mol: 15.5
Charge: +1
E_LUMO, hartree: -0.14130
Highest occupied orbital energy, eV: -12.1
SMILES string: CSCCC[NH3+]
Kohn-Sham gap, eV: 8.267

Löwdin population analysis, charges in e, atoms 1 to 6: 0.861, 0.205, -0.429, -0.245, -0.164, -0.528

---

# 7
Computed, not measured: the molecule C3H3NO in a non-equilibrium geometry, with the ωB97M-V functional and the def2-TZVPD basis.

Positions of all 8 atoms, in Å:
1 O -0.949 0.671 -2.049
2 N -0.172 -0.491 1.379
3 C -0.752 -0.224 -1.281
4 C 0.055 0.177 0.036
5 C 1.014 -0.156 1.240
6 H -0.174 1.265 0.264
7 H -1.075 -1.200 -1.206
8 H 2.052 -0.042 1.616

## Properties
Energy relative to the best compared isomer or geometry (same formula, charge and spin), kcal/mol: 78.2
Charge: 0
E_LUMO, hartree: 0.02235
Highest occupied orbital energy, eV: -9.8
SMILES string: O=C[C@@H]1C=N1
Kohn-Sham gap, eV: 10.394

Löwdin population analysis, charges in e, atoms 1 to 6: 0.060, 0.078, -0.203, -0.186, -0.065, 0.110

---

# 8
Computed, not measured: the molecule C2H6N2O2 in a non-equilibrium geometry, with the ωB97M-V functional and the def2-TZVPD basis.

Positions of all 12 atoms, in Å:
1 O 1.641 -1.211 0.278
2 O -2.586 -0.185 -0.628
3 N 1.420 1.057 -0.193
4 N -1.112 -0.911 -0.627
5 C 0.884 -0.066 0.551
6 C -0.598 -0.229 0.277
7 H -1.605 0.358 0.589
8 H 1.817 1.749 0.429
9 H 0.988 0.080 1.633
10 H 0.756 1.528 -0.796
11 H 1.666 -1.327 -0.682
12 H -3.271 -0.843 -0.830

## Properties
Energy relative to the best compared isomer or geometry (same formula, charge and spin), kcal/mol: 101.5
Charge: 0
E_LUMO, hartree: 0.03264
Highest occupied orbital energy, eV: -10.3
SMILES string: N[C@H](O)/C=N/O
Kohn-Sham gap, eV: 11.181

Löwdin population analysis, charges in e, atoms 1 to 6: -0.020, -0.168, 0.082, 0.114, -0.469, -0.157